1.
The following is a DFT calculation (ωB97M-V/def2-TZVPD) of a molecular structure, C41H47IrN2OP2.

Last column: Mulliken charge in e.
Positions of all 94 atoms, in Å:
Ir -0.3131 -0.1377 -0.4245  2.52
O -2.0625 -1.4306 -2.5927  -0.51
N -0.8007 -0.8033 -2.4893  0.07
C -0.0246 -1.3772 -3.3369  -0.73
C 1.2936 -0.9428 -3.7575  0.64
C 1.7450 -1.5157 -4.9483  -0.99
C 2.8882 -1.0422 -5.5684  -0.81
C 3.5785 0.0166 -5.0000  -0.88
C 3.1553 0.5589 -3.7921  -0.65
C 2.0213 0.0802 -3.1499  1.05
P 1.6427 0.7319 -1.4833  -0.26
C 3.2111 0.3223 -0.6794  1.14
C 3.3088 -0.9604 -0.1413  -1.03
C 4.5032 -1.4026 0.4040  -0.58
C 5.6146 -0.5706 0.3973  -0.73
C 5.5288 0.7005 -0.1552  -0.86
C 4.3319 1.1511 -0.6928  -0.27
C 1.5498 2.5188 -1.7850  0.86
C 0.8856 2.9626 -2.9290  -0.96
C 0.7658 4.3203 -3.1829  -0.79
C 1.3023 5.2445 -2.2960  -0.82
C 1.9588 4.8100 -1.1527  -0.64
C 2.0777 3.4520 -0.8936  -0.39
H -2.6945 -0.6981 -2.6057  0.36
H -0.4645 -2.2037 -3.8905  0.40
H 1.1786 -2.3214 -5.3997  0.48
H 3.2305 -1.4901 -6.4914  0.45
H 4.4563 0.4180 -5.4886  0.48
H 3.7273 1.3642 -3.3488  0.39
H 2.4453 -1.6172 -0.1513  0.45
H 4.5699 -2.3950 0.8303  0.49
H 6.5499 -0.9126 0.8200  0.44
H 6.3994 1.3425 -0.1783  0.48
H 4.2834 2.1463 -1.1134  0.40
H 0.4679 2.2494 -3.6308  0.47
H 0.2632 4.6572 -4.0795  0.50
H 1.2105 6.3037 -2.4970  0.45
H 2.3842 5.5288 -0.4644  0.51
H 2.6017 3.1230 -0.0050  0.20
C -0.5446 3.7822 2.4836  -1.77
C -0.6071 2.9264 1.2150  2.03
C -1.9626 3.0481 0.5091  -1.64
P -0.2025 1.1632 1.4275  0.44
C 1.1403 0.9727 2.6818  0.43
C 2.3971 1.7839 2.3697  -1.38
C 1.4566 -0.5128 2.8622  -1.11
C -1.5468 0.4270 2.3963  -0.08
C -1.9767 0.8627 3.6330  -0.53
C -2.9402 0.1468 4.3510  0.31
C -3.4027 0.6101 5.6962  -1.65
C -3.4524 -1.0344 3.7945  -1.29
C -3.0244 -1.4907 2.5717  -0.53
C -2.0795 -0.7382 1.8429  0.72
N -1.5910 -1.1175 0.5939  1.33
C -2.1773 -2.3408 0.0796  -1.60
C -3.5113 -2.3209 -0.3323  1.48
C -4.3256 -1.0492 -0.3660  -1.51
C -4.0578 -3.5083 -0.7930  -0.99
C -3.3270 -4.6922 -0.8312  0.37
C -3.9457 -5.9674 -1.3348  -1.67
C -1.9988 -4.6557 -0.4279  -1.31
C -1.3919 -3.4875 0.0180  1.26
C 0.0540 -3.5043 0.4499  -1.01
H -0.4169 4.8253 2.1916  0.43
H 0.2792 3.5276 3.1480  0.43
H -1.4780 3.7220 3.0438  0.40
H 0.1513 3.2797 0.5154  -0.81
H -2.7731 2.6892 1.1472  0.29
H -1.9824 2.4870 -0.4277  0.31
H -2.1606 4.0951 0.2775  0.51
H 0.6997 1.3468 3.6093  0.80
H 2.9395 1.3620 1.5269  0.18
H 3.0634 1.7557 3.2334  0.58
H 2.1804 2.8332 2.1611  0.23
H 1.7968 -0.9518 1.9257  -0.10
H 0.5889 -1.0775 3.2096  0.25
H 2.2516 -0.6306 3.6000  0.54
H -1.5442 1.7458 4.0854  0.32
H -2.8021 1.4349 6.0729  0.39
H -3.3727 -0.2082 6.4168  0.40
H -4.4428 0.9405 5.6379  0.36
H -4.1878 -1.6038 4.3490  0.47
H -3.4034 -2.4183 2.1691  0.57
H -3.7210 -0.1875 -0.6647  0.27
H -4.7559 -0.8055 0.6075  0.28
H -5.1553 -1.1516 -1.0637  0.54
H -5.0887 -3.5095 -1.1303  0.51
H -5.0286 -5.9553 -1.2239  0.42
H -3.5500 -6.8336 -0.8059  0.41
H -3.7229 -6.1032 -2.3952  0.29
H -1.4134 -5.5686 -0.4510  0.50
H 0.5095 -4.4623 0.2084  0.51
H 0.1563 -3.3424 1.5257  0.29
H 0.6296 -2.7204 -0.0468  -0.17

Cartesian forces, eV/Å:
-0.1218 0.7887 -0.6276
-0.0610 0.3182 -0.0253
-0.2420 -0.9359 0.2526
0.0976 0.1593 -0.0928
-0.0672 -0.1976 0.1802
0.0471 -0.0284 -0.0718
-0.0171 -0.0286 0.0068
-0.0106 0.0198 0.0386
0.0072 0.0480 -0.0223
0.0056 0.0642 0.0149
0.4020 0.1019 -0.1874
-0.0065 -0.0453 0.1320
0.0026 0.0264 0.0060
0.0352 -0.0006 -0.0205
-0.0101 0.0209 0.0249
-0.0142 -0.0035 -0.0223
0.0194 -0.0331 -0.0334
0.0279 0.0179 0.0431
-0.0516 -0.0082 -0.0021
-0.0110 0.0031 0.0187
-0.0267 -0.0014 -0.0021
-0.0220 -0.0201 0.0155
0.0918 0.0002 -0.0011
-0.0174 -0.0116 0.0596
-0.0550 0.1234 -0.1460
0.0015 0.0277 0.0027
-0.0138 0.0234 0.0069
0.0132 -0.0168 0.0252
0.0039 -0.0141 -0.0086
0.0413 0.0206 0.0080
-0.0025 0.0001 -0.0205
-0.0058 -0.0039 -0.0072
-0.0140 0.0049 0.0365
0.0143 -0.0176 -0.0397
0.0301 0.0113 -0.0144
-0.0178 -0.0042 0.0125
0.0176 -0.0143 -0.0118
0.0100 -0.0101 -0.0063
-0.0408 0.0310 -0.0270
-0.0740 0.0276 -0.0286
-0.0591 0.0633 -0.2587
0.0067 0.0402 0.0051
0.0747 -0.6406 0.7420
0.2147 0.0442 -0.2441
-0.0177 0.0210 0.1071
-0.0755 0.0192 0.0615
-0.1796 0.2215 0.0360
-0.0142 -0.0372 0.0720
0.0029 -0.0050 0.0142
-0.0584 -0.0291 -0.0288
0.0213 0.0916 0.0296
0.1734 -0.0133 -0.1247
0.0205 -0.2036 0.2650
-0.3877 0.0272 -0.4280
0.2735 -0.0015 0.1318
-0.0921 0.1146 -0.0987
0.0404 -0.0835 0.0737
-0.0278 0.0066 0.0570
-0.0375 -0.0548 -0.0537
0.0453 0.0494 -0.0075
0.0367 -0.0455 -0.0121
0.1201 -0.0711 0.0137
-0.1002 0.0153 0.0534
-0.0266 -0.0001 0.0199
0.0138 0.0081 -0.0056
0.0154 -0.0387 0.0089
0.0880 0.0291 0.0092
0.0090 -0.0154 -0.0112
-0.0070 0.0109 0.0035
0.0066 -0.0036 0.0040
-0.0464 0.0572 -0.0206
0.0051 -0.0087 0.0097
-0.0024 -0.0097 -0.0103
-0.0075 -0.0219 0.0307
0.0272 -0.0003 0.0168
0.0114 0.0171 0.0151
-0.0194 0.0048 0.0017
-0.0252 0.0086 -0.0107
-0.0015 -0.0034 -0.0058
0.0164 0.0142 -0.0026
0.0173 0.0139 0.0044
0.0220 -0.0115 -0.0007
-0.0234 -0.0200 0.0449
-0.0150 0.0002 0.0352
0.0076 -0.0080 0.0062
0.0222 -0.0041 -0.0123
0.0223 0.0039 -0.0058
0.0113 -0.0030 0.0122
-0.0156 0.0128 0.0089
-0.0082 0.0062 0.0052
-0.0019 0.0218 -0.0144
-0.0159 -0.0108 0.0207
-0.0112 -0.0014 0.0014
-0.0140 -0.0204 -0.0305

As for the net charge: +2. For the lowest unoccupied orbital energy (spin up / spin down), the calculation gives -7.89 / -7.88 eV. For the total energy, the calculation gives -2561.83119 Eh. The calculation puts the orbital gap (spin up / spin down) at 5.594 / 5.600 eV.

***

2.
The following is a DFT calculation (ωB97M-V/def2-TZVPD) of a molecular structure, C4H5O4V.

Last column: Mulliken charge in e.
Positions of all 14 atoms, in Å:
C -2.5918 0.3423 -0.4930  0.10
O -3.8643 -0.0703 -0.5389  -0.41
H -2.3163 1.2210 -1.0802  0.33
H -4.3335 0.3219 -1.2828  0.38
C -1.6833 -0.3417 0.2977  -0.34
C -0.3417 -0.0079 0.3071  -0.50
H -2.0039 -1.2659 0.7852  0.32
H -1.4306 2.1245 1.8731  0.41
H 0.3950 -0.2066 -0.4712  0.43
O 0.2109 0.5135 1.4874  -0.23
C 0.4214 1.7943 1.6168  0.82
O -0.5546 2.5901 1.9051  -0.36
O 1.5629 2.2197 1.4137  -0.67
V 2.4956 3.6613 1.2416  1.71

Cartesian forces, eV/Å:
0.4149 -1.3839 0.9710
0.8276 0.1970 -0.0428
-0.0080 -0.2043 0.0225
-0.1976 0.1368 -0.0277
-2.9941 0.3881 -1.0948
1.0396 0.1221 -2.0052
-0.2170 0.2827 0.2162
0.4425 0.0543 0.1712
-0.0159 0.1969 0.3537
1.3396 1.3043 1.9566
-3.4670 -3.2316 -0.3392
0.3981 0.0056 -0.2324
-0.2713 -1.4787 0.4312
2.7086 3.6108 -0.3804

As for the net charge: +2. The spin multiplicity is 5. For the lowest unoccupied orbital energy (spin up / spin down), the calculation gives -11.28 / -10.91 eV. As for the expectation value of S²: 6.01. For the total energy, the calculation gives -1399.52469 Eh. The calculation puts the orbital gap (spin up / spin down) at 3.874 / 4.803 eV.

***

> Number 2 is which compound?

C4H5O4V